Version i
Molecular formula: ClI2P
Method: DFT, ωB97M-V/def2-TZVPD

Geometry (Å):
P 0.72 0.26 -0.79
Cl -0.14 1.05 0.74
I 2.69 -0.83 0.06
I -3.27 -0.48 -0.02

Computed properties:
- LUMO energy (spin up / spin down): -0.0562 / -0.1191 hartree
- Gap between HOMO and LUMO (spin up / spin down): 8.486 / 5.039 eV
- Spin multiplicity: 1

***

Version ii
Molecular formula: ClI2P
Method: DFT, ωB97M-V/def2-TZVPD

Geometry (Å):
P -0.31 -0.43 -0.62
Cl -0.67 -1.92 0.61
I -1.78 1.55 0.05
I 2.76 0.80 -0.04

Computed properties:
- LUMO energy (spin up / spin down): -0.1054 / -0.0845 hartree
- Gap between HOMO and LUMO (spin up / spin down): 6.148 / 7.359 eV
- Spin multiplicity: 1

***

Which of them is most stable, and which least? Most stable: version ii; least stable: version i.

***

Version i
Molecular formula: C3H7N3O
Method: DFT, ωB97M-V/def2-TZVPD

Geometry (Å):
C 1.67 1.03 -0.53
N 0.51 0.22 -0.74
C -0.04 -0.68 -0.04
N 0.38 -1.87 0.44
C -1.42 -0.28 0.51
N -1.94 0.77 -0.14
O -1.87 -0.81 1.52
H 2.64 0.54 -0.43
H 1.46 1.58 0.40
H 1.72 1.78 -1.32
H -0.26 -2.37 1.05
H 1.20 -2.34 0.09
H -1.37 1.17 -0.87
H -2.74 1.25 0.23

Computed properties:
- LUMO energy: 0.0290 hartree
- Gap between HOMO and LUMO: 8.964 eV
- SMILES: C/N=C(\N)C(N)=O
- Spin multiplicity: 1

***

Version ii
Molecular formula: C3H7N3O
Method: DFT, ωB97M-V/def2-TZVPD

Geometry (Å):
C -2.34 0.74 -0.06
C 1.12 1.03 0.61
C 0.99 -1.44 -0.34
N -2.51 -0.30 0.52
N 0.63 0.81 -0.59
N 0.50 -0.35 -1.14
O -2.29 1.80 -0.52
H 1.38 1.98 0.92
H 1.00 0.28 1.36
H 0.39 -1.41 0.63
H 1.07 -2.44 -0.87
H 2.00 -1.10 -0.09
H -2.22 -1.25 0.67
H 0.27 1.65 -1.10

Computed properties:
- LUMO energy: 0.0306 hartree
- Gap between HOMO and LUMO: 8.663 eV
- Spin multiplicity: 1

***

Version iii
Molecular formula: C3H7N3O
Method: DFT, ωB97M-V/def2-TZVPD

Geometry (Å):
C 0.13 -0.20 1.28
N 0.99 0.40 0.21
N 0.81 1.67 0.10
C 0.19 -0.55 -1.17
C -1.06 -0.26 0.41
N 0.59 -1.66 -1.60
O -1.67 0.90 0.16
H 1.25 1.97 -0.77
H -0.96 1.62 0.17
H 0.94 -2.29 -0.87
H 0.53 -1.17 1.55
H 0.07 0.47 2.14
H -0.16 0.23 -1.87
H -1.66 -1.15 0.27

Computed properties:
- LUMO energy (spin up / spin down): -0.0079 / -0.0079 hartree
- Gap between HOMO and LUMO (spin up / spin down): 7.872 / 7.874 eV
- Spin multiplicity: 1

***

Version iv
Molecular formula: C3H7N3O
Method: DFT, ωB97M-V/def2-TZVPD

Geometry (Å):
C 1.18 0.26 -0.26
C 2.21 -0.46 0.54
C -2.63 0.31 0.15
N 0.46 -0.57 -1.28
N -0.74 -0.62 -1.03
N -1.29 0.08 -0.19
O 0.19 0.89 0.44
H 1.79 0.98 -0.97
H 2.83 -1.06 -0.22
H 1.89 -1.06 1.34
H 2.80 0.33 0.80
H -2.73 0.07 1.22
H -2.91 1.37 -0.05
H -3.04 -0.51 -0.49

Computed properties:
- LUMO energy: 0.0038 hartree
- Gap between HOMO and LUMO: 8.873 eV
- Spin multiplicity: 1

***

Which of them is most stable, and which least? Most stable: version i; least stable: version iv.

***

Version i
Molecular formula: C3H7N3O
Method: DFT, ωB97M-V/def2-TZVPD

Geometry (Å):
C 1.82 0.99 -0.53
N 1.75 -0.42 -0.81
C 1.13 -1.29 -0.25
N 0.51 -2.29 0.19
C -1.27 0.14 0.27
O -1.88 -0.96 0.69
N -2.14 1.14 0.22
H 2.55 1.19 0.27
H 0.83 1.33 -0.21
H 2.14 1.52 -1.43
H -1.20 -1.67 0.64
H 1.05 -2.88 0.81
H -1.83 2.04 -0.12
H -3.13 1.04 0.45

Computed properties:
- LUMO energy: 0.0379 hartree
- Gap between HOMO and LUMO: 9.674 eV
- Spin multiplicity: 1

***

Version ii
Molecular formula: C3H7N3O
Method: DFT, ωB97M-V/def2-TZVPD

Geometry (Å):
H -1.35 -0.26 2.77
N -1.08 0.38 2.01
C -0.49 -0.14 0.97
N 0.03 -1.53 0.83
O -0.32 -1.90 -0.56
C -0.27 0.77 -0.24
C 1.14 1.22 -0.71
N 0.38 0.25 -1.53
H -0.52 -2.19 1.39
H 0.56 -1.71 -1.21
H -0.97 1.68 -0.36
H 1.68 0.63 -0.02
H 1.53 2.20 -1.10
H -0.31 0.61 -2.24

Computed properties:
- LUMO energy: 0.0362 hartree
- Gap between HOMO and LUMO: 10.364 eV
- SMILES: [H]/N=C(\NO)[C@H]1CN1
- Spin multiplicity: 1

***

Which of them is most stable, and which least? Most stable: version i; least stable: version ii.